Formula: C36H35Br2LiN3O2P
Source: OMol25
Level of theory: wB97M-V/def2-TZVPD

total charge = -2
frontier orbital gap (alpha / beta) = 4.739 / 5.062 eV

Each line ends with the Löwdin charge.
Atoms and positions in Å:
Li  0.404  -0.558  -0.557  0.512
Br  0.414  -1.511  6.201  0.622
C  0.374  -1.240  4.298  -0.708
C  1.091  -0.154  3.773  -0.172
C  1.040  -0.038  2.391  -0.191
N  0.365  -0.832  1.570  0.032
C  -0.369  -1.881  2.104  -0.226
C  -0.330  -2.107  3.533  -0.093
C  -1.091  -2.665  1.241  -0.212
C  -2.251  -3.575  1.473  -0.243
C  -1.994  -4.782  0.618  -0.649
Br  -2.362  -6.522  1.284  0.648
C  -1.476  -4.598  -0.653  -0.138
C  -1.199  -3.305  -1.056  -0.048
N  -1.262  -2.231  -0.122  -0.068
H  1.660  0.525  4.389  0.069
H  1.607  0.755  1.902  0.093
H  -0.857  -2.948  3.961  0.089
H  -2.465  -3.836  2.506  0.117
H  -1.335  -5.432  -1.329  0.092
H  -1.014  -3.029  -2.089  0.107
O  -1.942  -1.185  -3.830  -0.032
C  -1.585  -0.479  -2.882  -0.768
O  -0.522  -0.554  -2.196  -0.222
C  -2.519  0.650  -2.360  -0.254
P  -1.853  1.065  -0.687  1.093
C  -2.956  2.497  -0.211  -0.375
C  -2.361  3.571  0.449  -0.106
C  -3.100  4.686  0.834  -0.102
C  -4.455  4.751  0.547  -0.119
C  -5.065  3.693  -0.121  -0.105
C  -4.323  2.579  -0.489  -0.097
C  -2.684  -0.236  0.343  -0.288
C  -3.208  0.099  1.527  -0.095
C  -3.983  -0.831  2.353  -0.083
C  -4.180  -2.092  1.981  -0.081
C  -3.436  -2.699  0.839  -0.156
C  -2.683  -1.687  -0.112  -0.175
H  -3.558  0.322  -2.364  0.072
H  -2.433  1.523  -3.010  0.083
H  -1.297  3.525  0.662  0.084
H  -2.614  5.505  1.353  0.093
H  -5.035  5.620  0.838  0.088
H  -6.124  3.733  -0.349  0.090
H  -4.819  1.754  -0.987  0.100
H  -3.147  1.126  1.871  0.095
H  -4.460  -0.441  3.246  0.091
H  -4.816  -2.751  2.565  0.101
H  -4.094  -3.350  0.260  0.135
H  -3.074  -1.754  -1.129  0.137
C  3.912  -2.453  -1.594  -0.075
C  4.668  -1.560  -0.598  -0.393
C  4.106  -1.741  0.818  -0.075
C  4.699  -0.102  -1.028  -0.172
C  5.911  0.479  -1.345  -0.105
C  6.041  1.805  -1.760  -0.164
C  4.870  2.558  -1.839  -0.104
C  3.621  2.056  -1.526  -0.176
C  2.403  2.957  -1.637  -0.387
C  1.436  2.486  -2.733  -0.071
C  1.660  3.112  -0.301  -0.088
C  3.468  0.672  -1.117  -0.330
N  2.300  0.155  -0.840  0.100
H  3.894  -3.494  -1.252  0.066
H  4.385  -2.418  -2.580  0.071
H  2.883  -2.110  -1.703  0.061
H  5.711  -1.894  -0.588  0.110
H  3.054  -1.456  0.845  0.045
H  4.650  -1.117  1.532  0.076
H  4.184  -2.785  1.140  0.068
H  6.804  -0.139  -1.268  0.090
H  7.005  2.229  -2.014  0.062
H  4.931  3.599  -2.151  0.090
H  2.779  3.947  -1.916  0.112
H  1.071  1.479  -2.514  0.046
H  1.939  2.464  -3.703  0.074
H  0.569  3.153  -2.802  0.068
H  1.203  2.165  -0.008  0.029
H  0.867  3.863  -0.387  0.058
H  2.350  3.419  0.489  0.076

Formula: C36H35Br2MnN4O7S8
Source: OMol25
Level of theory: wB97M-V/def2-TZVPD

multiplicity = 2
expectation value of S² = 0.8433
total charge = -1
frontier orbital gap (alpha / beta) = 4.391 / 4.388 eV

Each line ends with the Mulliken spin population.
Atoms and positions in Å:
Mn  -0.777  -0.714  0.321  0.967
O  -1.245  0.915  1.697  0.003
S  -0.712  2.030  2.549  0.002
C  1.080  2.184  2.213  -0.001
C  2.011  1.396  3.120  0.000
C  3.408  1.159  2.549  0.001
C  3.484  0.427  1.212  -0.001
S  2.544  -1.137  0.983  -0.002
O  1.134  -0.627  1.184  0.042
C  3.030  -1.914  2.512  0.003
C  2.166  -1.924  3.592  0.001
C  2.583  -2.496  4.787  0.000
C  3.846  -3.058  4.885  0.000
C  4.696  -3.062  3.785  0.000
C  4.287  -2.494  2.588  0.000
C  -0.682  1.396  4.216  -0.001
C  -0.430  2.269  5.265  0.000
C  -0.377  1.769  6.556  0.000
C  -0.588  0.413  6.782  0.000
C  -0.864  -0.442  5.724  0.000
C  -0.918  0.046  4.423  0.001
H  1.289  3.256  2.230  0.000
H  1.122  1.834  1.180  0.003
H  1.557  0.437  3.340  0.000
H  2.113  1.917  4.076  0.000
H  3.971  0.586  3.289  0.000
H  3.932  2.116  2.435  0.000
H  4.523  0.173  0.984  0.000
H  3.116  1.044  0.386  0.000
H  1.162  -1.538  3.477  0.000
H  1.900  -2.544  5.626  0.000
H  4.152  -3.533  5.808  0.000
H  5.669  -3.533  3.851  0.000
H  4.927  -2.529  1.713  0.000
H  -0.274  3.326  5.076  0.000
H  -0.177  2.435  7.385  0.000
H  -0.544  0.023  7.791  0.000
H  -1.032  -1.497  5.896  0.000
H  -1.145  -0.610  3.583  0.000
S  0.714  -5.715  5.841  0.000
C  0.434  -4.968  4.375  0.000
S  -0.867  -3.889  4.088  0.000
C  -0.514  -3.437  2.430  0.005
C  0.601  -4.007  1.899  -0.001
S  1.358  -3.765  0.369  0.002
S  1.416  -5.131  2.986  0.000
S  -1.710  -2.376  1.707  -0.011
Br  -0.366  -2.928  -4.292  0.000
C  -1.828  -2.011  -3.500  0.003
C  -2.997  -1.821  -4.247  0.001
C  -4.083  -1.195  -3.703  0.000
Br  -5.630  -0.936  -4.775  0.000
C  -4.051  -0.718  -2.372  0.004
C  -5.110  -0.072  -1.696  -0.005
C  -4.944  0.319  -0.398  0.002
C  -3.711  0.106  0.243  -0.004
N  -2.699  -0.465  -0.369  -0.004
C  -2.858  -0.900  -1.646  0.008
C  -1.699  -1.576  -2.178  -0.001
O  -0.668  -1.712  -1.442  -0.002
H  -3.026  -2.163  -5.272  0.000
H  -6.045  0.095  -2.213  -0.001
H  -5.746  0.798  0.146  0.000
H  -3.540  0.409  1.267  -0.001
C  -0.501  2.545  -7.921  0.000
C  -1.321  2.786  -6.664  0.000
S  -1.567  1.322  -5.682  0.000
O  -2.289  1.715  -4.498  0.000
O  -2.086  0.297  -6.548  0.000
C  0.063  0.787  -5.192  0.000
C  0.861  1.739  -4.302  0.000
N  0.380  1.771  -2.925  -0.001
C  0.607  0.763  -2.042  -0.001
N  -0.157  0.893  -0.966  -0.012
C  -0.901  2.018  -1.141  0.003
C  -0.584  2.572  -2.341  0.001
N  -1.072  3.797  -2.869  0.000
O  -1.998  4.322  -2.289  0.000
O  -0.513  4.273  -3.852  0.000
C  1.618  -0.301  -2.272  0.002
H  -0.516  3.437  -8.547  0.000
H  -0.908  1.713  -8.492  0.000
H  0.542  2.328  -7.687  0.000
H  -2.348  3.075  -6.898  0.000
H  -0.906  3.550  -6.008  0.000
H  0.609  0.575  -6.112  0.000
H  -0.127  -0.171  -4.701  0.000
H  0.869  2.752  -4.687  0.000
H  1.890  1.384  -4.269  0.000
H  -1.620  2.357  -0.416  -0.002
H  2.624  0.132  -2.290  0.000
H  1.444  -0.824  -3.213  0.000
H  1.538  -1.050  -1.490  -0.002

Formula: C36H35Cl3N4OSSb2Sr
Source: OMol25
Level of theory: wB97M-V/def2-TZVPD

frontier orbital gap = 5.172 eV

Each line ends with the Löwdin charge.
Atoms and positions in Å:
Sr  0.000  0.000  0.000  0.864
C  2.746  1.185  -0.215  -0.508
C  2.516  2.321  0.768  -0.400
C  2.133  3.581  0.016  -0.376
Sb  0.130  3.362  -0.823  1.498
C  0.255  5.422  -1.363  -0.407
C  -0.013  5.818  -2.667  -0.133
C  0.126  7.159  -3.035  -0.082
C  0.537  8.105  -2.089  -0.089
C  0.790  7.714  -0.772  -0.089
C  0.637  6.379  -0.401  -0.138
C  0.818  2.303  -2.614  -0.404
C  2.091  2.519  -3.167  -0.133
C  2.519  1.779  -4.270  -0.079
C  1.673  0.829  -4.845  -0.082
C  0.397  0.620  -4.315  -0.082
C  -0.028  1.353  -3.200  -0.172
Sb  3.334  -0.645  0.719  1.524
C  5.105  0.493  1.180  -0.384
C  5.791  1.254  0.215  -0.133
C  6.890  2.018  0.552  -0.082
C  7.329  2.053  1.868  -0.083
C  6.655  1.317  2.850  -0.082
C  5.544  0.536  2.507  -0.145
C  3.381  -1.508  -1.267  -0.445
C  2.468  -2.475  -1.703  -0.250
C  2.521  -2.933  -3.031  -0.094
C  3.474  -2.418  -3.919  -0.095
C  4.385  -1.465  -3.481  -0.104
C  4.339  -1.028  -2.167  -0.152
H  3.479  1.491  -0.962  0.062
H  1.897  0.984  -0.844  -0.106
H  3.456  2.525  1.318  0.103
H  1.727  2.070  1.511  0.087
H  2.912  3.852  -0.721  0.074
H  2.121  4.389  0.765  0.050
H  -0.314  5.083  -3.404  0.095
H  -0.072  7.462  -4.053  0.100
H  0.661  9.140  -2.374  0.097
H  1.111  8.440  -0.037  0.100
H  0.835  6.097  0.621  0.083
H  2.768  3.243  -2.751  0.084
H  3.509  1.942  -4.676  0.100
H  2.009  0.258  -5.700  0.101
H  -0.258  -0.114  -4.763  0.106
H  -1.013  1.175  -2.788  0.079
H  5.510  1.314  -0.808  0.072
H  7.386  2.590  -0.222  0.107
H  8.185  2.660  2.119  0.099
H  6.992  1.360  3.875  0.098
H  5.017  -0.019  3.275  0.082
H  1.718  -2.862  -1.027  0.012
H  1.820  -3.677  -3.378  0.095
H  3.516  -2.753  -4.946  0.095
H  5.129  -1.052  -4.151  0.098
H  5.056  -0.308  -1.877  0.057
Cl  -6.743  2.032  2.993  0.657
C  -5.490  1.543  1.918  -0.716
C  -4.200  1.379  2.389  -0.145
C  -3.193  0.980  1.502  -0.553
Cl  -1.595  0.792  2.156  0.664
C  -3.404  0.728  0.125  -0.522
O  -2.447  0.365  -0.644  -0.284
C  -4.750  0.915  -0.292  -0.565
Cl  -5.238  0.660  -1.949  0.667
C  -5.775  1.314  0.582  -0.142
H  -3.964  1.554  3.433  0.100
H  -6.785  1.441  0.206  0.101
C  0.712  -4.019  3.797  -0.003
C  0.201  -4.097  2.397  -0.361
N  -0.179  -5.207  1.827  0.116
N  -0.567  -4.822  0.568  0.027
C  -0.407  -3.444  0.400  -0.748
S  -0.778  -2.639  -1.001  0.671
N  0.096  -2.998  1.609  -0.092
N  0.429  -1.683  1.954  -0.041
H  0.717  -5.012  4.254  0.092
H  0.073  -3.358  4.387  0.084
H  1.731  -3.623  3.796  0.083
H  -0.917  -5.480  -0.118  0.154
H  -0.147  -1.420  2.786  0.091
H  1.439  -1.673  2.220  -0.010
H  1.456  -0.681  -1.771  -0.019

Formula: C36H35EuN4O8P3
Source: OMol25
Level of theory: wB97M-V/def2-TZVPD

multiplicity = 7
expectation value of S² = 12.0098
total charge = +1
frontier orbital gap (alpha / beta) = 6.999 / 8.456 eV

Each line ends with the Mulliken spin population.
Atoms and positions in Å:
Eu  11.656  8.189  12.251  6.038
C  9.769  8.415  15.572  -0.002
N  10.336  7.368  14.704  -0.011
C  11.086  6.369  15.462  0.001
C  12.427  6.902  15.841  0.002
C  13.519  6.045  15.783  0.000
C  14.808  6.533  15.963  0.000
C  14.972  7.873  16.252  0.000
C  13.815  8.651  16.383  0.000
N  12.609  8.194  16.173  0.000
C  9.358  6.649  13.790  0.006
C  8.534  7.545  12.934  -0.001
C  7.228  8.029  13.195  -0.001
C  6.599  8.896  12.296  0.000
C  7.258  9.189  11.087  -0.001
C  8.543  8.788  10.911  0.001
N  9.155  7.992  11.834  0.000
C  9.885  9.828  15.166  0.002
C  9.323  10.753  16.074  0.000
C  9.533  12.108  15.774  0.000
C  10.170  12.460  14.521  0.000
C  10.546  11.447  13.682  -0.002
N  10.465  10.146  14.038  -0.001
H  10.174  8.347  16.613  0.000
H  8.694  8.212  15.723  0.000
H  11.312  5.465  14.910  0.000
H  10.595  6.084  16.406  0.000
H  13.254  4.947  15.520  0.000
H  15.659  5.861  15.842  0.000
H  15.923  8.348  16.256  0.000
H  13.855  9.650  16.682  0.000
H  8.688  6.025  14.457  0.000
H  10.017  5.878  13.295  -0.001
H  6.653  7.609  14.072  0.000
H  5.627  9.220  12.576  0.000
H  6.822  9.744  10.294  0.000
H  9.136  9.128  10.041  0.000
H  8.701  10.469  16.959  0.000
H  9.272  12.873  16.499  0.000
H  10.387  13.489  14.199  0.000
H  10.867  11.543  12.655  0.001
O  13.818  4.392  11.042  -0.001
P  13.362  5.807  11.526  0.003
O  12.769  5.763  12.902  -0.006
O  12.627  6.657  10.464  -0.006
O  14.828  6.593  11.601  -0.001
P  14.873  8.269  11.862  0.000
O  16.217  8.151  12.733  -0.001
O  14.910  9.169  10.672  -0.001
O  13.722  8.630  12.843  -0.012
H  14.728  4.363  10.692  0.000
H  16.461  9.087  12.877  0.000
O  11.458  10.264  10.854  -0.009
P  11.640  10.804  9.465  -0.001
C  10.434  12.001  9.018  0.000
C  10.626  12.691  7.804  0.000
C  9.680  13.661  7.435  0.000
C  8.591  14.003  8.276  0.000
C  8.351  13.208  9.457  0.000
C  9.329  12.231  9.830  0.000
C  11.666  9.496  8.178  0.001
C  10.906  9.506  6.957  0.000
C  10.948  8.361  6.149  0.000
C  11.890  7.371  6.282  0.000
C  12.634  7.340  7.469  0.000
C  12.598  8.429  8.365  0.008
C  13.164  11.796  9.283  0.000
C  13.723  11.939  8.009  0.000
C  14.955  12.533  7.883  0.000
C  15.454  13.284  8.929  0.000
C  14.893  13.226  10.174  0.000
C  13.751  12.469  10.378  0.000
H  11.459  12.497  7.137  0.000
H  9.761  14.248  6.513  0.000
H  8.031  14.917  8.028  0.000
H  7.514  13.406  10.111  0.000
H  9.257  11.695  10.778  0.000
H  10.188  10.317  6.767  0.000
H  10.314  8.312  5.255  0.000
H  12.031  6.641  5.511  0.000
H  13.176  6.446  7.740  0.000
H  13.208  8.423  9.184  -0.005
H  13.387  11.490  7.049  0.000
H  15.465  12.367  6.935  0.000
H  16.286  13.959  8.796  0.000
H  15.348  13.777  11.038  0.000
H  13.255  12.397  11.320  0.000

Formula: C36H35HgN9S
Source: OMol25
Level of theory: wB97M-V/def2-TZVPD

multiplicity = 2
expectation value of S² = 0.7639
total charge = +1
frontier orbital gap (alpha / beta) = 5.552 / 7.548 eV

Each line ends with the Mulliken spin population.
Atoms and positions in Å:
Hg  0.335  0.103  0.013  -0.027
C  -0.845  1.059  3.067  -0.001
C  -2.163  1.596  2.519  0.000
C  -2.186  2.240  1.149  0.000
C  -3.252  3.096  0.874  0.000
C  -3.366  3.690  -0.369  0.000
C  -2.385  3.438  -1.316  -0.002
C  -1.341  2.608  -0.964  -0.007
N  -1.242  2.009  0.231  0.008
N  -0.342  -0.226  2.543  0.000
C  -1.248  -1.359  2.790  -0.001
C  -2.392  -1.548  1.813  0.003
C  -3.457  -2.373  2.159  0.001
C  -4.509  -2.514  1.270  0.000
C  -4.463  -1.828  0.064  0.001
C  -3.348  -1.059  -0.206  0.000
N  -2.335  -0.923  0.649  0.003
C  0.930  -0.502  3.214  -0.001
C  1.810  -1.485  2.474  0.001
C  2.746  -2.253  3.151  0.000
C  3.571  -3.101  2.429  -0.001
C  3.421  -3.172  1.051  0.002
C  2.460  -2.379  0.454  -0.008
N  1.686  -1.545  1.151  -0.004
H  -0.963  0.973  4.158  0.000
H  -0.066  1.798  2.885  0.000
H  -2.498  2.360  3.222  0.000
H  -2.928  0.822  2.545  0.000
H  -3.993  3.286  1.641  0.000
H  -4.201  4.344  -0.590  0.000
H  -2.425  3.879  -2.302  0.000
H  -0.539  2.401  -1.665  0.007
H  -1.660  -1.286  3.807  0.000
H  -0.651  -2.274  2.760  0.000
H  -3.463  -2.882  3.116  0.000
H  -5.353  -3.146  1.515  0.000
H  -5.263  -1.901  -0.661  0.000
H  -3.250  -0.534  -1.153  -0.004
H  0.763  -0.861  4.239  0.000
H  1.482  0.435  3.298  0.000
H  2.817  -2.190  4.230  0.000
H  4.312  -3.705  2.936  0.000
H  4.032  -3.831  0.449  0.000
H  2.287  -2.404  -0.618  0.005
N  0.108  -1.837  -3.991  0.027
C  -1.073  -2.586  -4.068  -0.007
C  -1.738  -2.766  -5.276  0.016
C  -2.887  -3.542  -5.328  -0.006
C  -3.397  -4.125  -4.176  0.017
C  -2.747  -3.933  -2.964  -0.005
C  -1.582  -3.183  -2.918  0.012
S  -0.617  -3.001  -1.458  0.019
N  -0.065  -1.406  -1.675  0.161
C  0.427  -1.078  -2.869  0.168
C  1.270  0.057  -3.007  0.165
C  1.948  0.378  -4.217  0.080
C  2.813  1.430  -4.269  0.032
C  3.015  2.214  -3.111  0.179
C  2.325  1.873  -1.975  -0.077
N  1.476  0.840  -1.885  0.194
H  0.414  -1.457  -4.868  -0.011
H  -1.345  -2.307  -6.177  0.001
H  -3.386  -3.685  -6.278  0.000
H  -4.295  -4.728  -4.224  0.002
H  -3.122  -4.387  -2.054  0.000
H  1.821  -0.235  -5.099  0.036
H  3.347  1.655  -5.183  0.001
H  3.683  3.062  -3.110  0.008
H  2.434  2.466  -1.078  0.012
N  4.738  4.509  3.004  0.000
C  3.881  3.640  2.414  0.001
C  2.567  4.010  2.088  0.000
C  1.736  3.084  1.498  0.002
N  2.093  1.827  1.212  -0.001
C  3.353  1.485  1.505  0.005
C  4.265  2.328  2.098  -0.001
H  4.467  5.459  3.176  0.000
H  5.690  4.249  3.185  0.000
H  2.215  5.015  2.288  0.000
H  0.723  3.361  1.226  -0.001
H  3.645  0.474  1.237  -0.003
H  5.272  1.986  2.305  0.000

Number 1: molar mass 739.42 g mol⁻¹, energy -7204.4879 hartree. Number 2: molar mass 1106.98 g mol⁻¹, energy -11623.0845 hartree. Number 3: molar mass 1009.27 g mol⁻¹, energy -3976.8935 hartree. Number 4: molar mass 896.58 g mol⁻¹, energy -3948.3780 hartree. Number 5: molar mass 826.40 g mol⁻¹, energy -2437.0875 hartree.